Formula: C4H14N3PtS
Source: the Open Molecules 2025 dataset
Level of theory: ωB97M-V with the def2-TZVPD basis set

```
! wB97M-V def2-TZVPD RIJCOSX def2/J DEFGRID3
* xyz -1 3
C 0.11 -1.84 -1.87
Pt 0.13 -0.53 -0.33
N -1.90 -0.98 0.15
H 1.42 0.17 -1.03
H 0.55 -0.37 1.25
H 1.14 -2.13 -2.02
H -0.32 -1.53 -2.81
H -0.49 -2.64 -1.48
H -2.44 -0.12 0.10
H -1.94 -1.35 1.10
H -2.32 -1.66 -0.50
S -0.59 1.70 -0.28
C 0.50 2.54 0.72
N 0.57 2.45 2.05
C 1.56 3.34 2.64
C 2.17 4.02 1.40
N 1.41 3.44 0.30
H -0.05 1.86 2.59
H 2.31 2.78 3.21
H 1.07 4.07 3.30
H 3.24 3.79 1.31
H 2.04 5.11 1.43
H 1.55 3.66 -0.66
*
```

For the energy relative to the best compared isomer or geometry (same formula, charge and spin), the calculation gives 0.184 eV. For the strongest force on any atom, the calculation gives 2.2 eV/Å. The HOMO energy (alpha / beta) is 0.7 / -3.7 eV. Its expectation value of S² is 2.01.

Here are the Mulliken charges for atoms 1 to 2, given in e: C -1.427; Pt -0.262

***

Formula: C21H28IN3SiSn
Source: the Open Molecules 2025 dataset
Level of theory: ωB97M-V with the def2-TZVPD basis set

```
! wB97M-V def2-TZVPD RIJCOSX def2/J DEFGRID3
* xyz 0 1
C 2.94 -0.37 -2.65
C -0.83 0.77 -3.20
H 3.63 0.48 -2.67
H 2.83 -0.76 -3.67
H 3.28 -1.14 -1.95
H -1.38 1.64 -2.84
H -0.36 1.00 -4.18
H -1.51 -0.08 -3.31
C 2.63 2.43 -0.88
C 3.27 3.21 0.07
C 2.50 3.91 1.00
C 1.13 3.74 0.95
H 3.21 1.99 -1.68
H 4.36 3.27 0.07
H 2.96 4.56 1.74
H 0.50 4.29 1.64
N 1.30 2.13 -0.83
C 0.54 2.81 0.09
C -0.91 2.48 0.19
N -1.44 1.53 -0.60
C -2.74 1.26 -0.59
C -3.14 2.83 1.17
C -3.65 1.88 0.29
H -3.10 0.53 -1.32
H -4.71 1.62 0.26
C -1.77 3.11 1.14
H -1.33 3.80 1.84
H -3.78 3.36 1.88
Sn 0.93 0.22 -2.10
I 3.62 -0.68 0.64
C 1.12 0.52 2.35
Si 0.54 -1.17 1.67
C 1.59 -2.59 2.38
C -1.11 -1.30 2.64
N 0.07 -1.29 -0.06
C -0.71 -2.32 -0.49
C -1.56 -2.19 -1.62
C -2.01 -3.29 -2.34
C -1.79 -4.58 -1.83
C -1.19 -4.74 -0.57
C -0.72 -3.63 0.12
H 1.34 0.36 3.42
H 0.34 1.28 2.28
H 2.04 0.94 1.92
H 1.95 -2.27 3.37
H 0.99 -3.49 2.53
H 2.46 -2.87 1.78
H -1.83 -0.55 2.27
H -1.59 -2.28 2.56
H -0.92 -1.09 3.70
H -1.83 -1.18 -1.91
H -2.57 -3.14 -3.26
H -2.12 -5.45 -2.39
H -1.10 -5.73 -0.13
H -0.36 -3.75 1.14
*
```

For the energy relative to the best compared isomer or geometry (same formula, charge and spin), the calculation gives 4.137 eV. For the strongest force on any atom, the calculation gives 4.2 eV/Å. The HOMO energy is -6.6 eV.

Here are the Mulliken charges for atoms 1 to 2, given in e: C -1.275; C -1.267

***

Formula: C5H16N2O
Source: the Open Molecules 2025 dataset
Level of theory: ωB97M-V with the def2-TZVPD basis set

```
! wB97M-V def2-TZVPD RIJCOSX def2/J DEFGRID3
* xyz 1 2
N -0.77 0.13 -0.99
C -0.41 -0.14 0.34
C 0.68 -1.21 0.51
C 1.95 -0.66 -0.17
C 2.75 0.36 0.67
C -1.09 -1.04 1.27
N -3.87 0.56 -0.39
H -2.79 0.65 -0.43
H -1.10 -0.81 -1.49
H -0.18 0.83 0.73
H 1.02 -1.49 1.42
H 0.40 -2.06 -0.13
H 1.68 -0.10 -1.08
H 2.53 -1.51 -0.47
H 2.73 -0.05 1.73
H 3.82 0.47 0.46
H 2.26 1.33 0.68
H -1.38 -2.06 1.00
H -1.18 -0.65 2.30
H -4.43 1.25 -1.10
H -4.32 0.59 0.59
H 0.56 2.51 -2.28
H 0.23 1.16 -1.58
O 0.91 1.93 -1.58
*
```

For the energy relative to the best compared isomer or geometry (same formula, charge and spin), the calculation gives 4.791 eV. For the strongest force on any atom, the calculation gives 4.9 eV/Å. The HOMO energy (alpha / beta) is -13.0 / -13.0 eV. Its expectation value of S² is 0.76.

Here are the Mulliken charges for atoms 1 to 2, given in e: N -0.498; C 0.093

***

Formula: C2H5FO
Source: the Open Molecules 2025 dataset
Level of theory: ωB97M-V with the def2-TZVPD basis set

```
! wB97M-V def2-TZVPD RIJCOSX def2/J DEFGRID3
* xyz 0 1
C 0.64 0.97 0.46
C 1.37 0.30 -0.40
F 1.34 -1.12 -0.25
H 0.06 0.34 1.14
H 0.63 2.03 0.44
H 1.93 0.69 -1.26
O -2.10 -0.77 0.00
H -1.20 -0.97 0.07
H -2.66 -1.48 -0.20
*
```

For the energy relative to the best compared isomer or geometry (same formula, charge and spin), the calculation gives 0.844 eV. For the strongest force on any atom, the calculation gives 2.9 eV/Å. The HOMO energy is -10.4 eV. As for the SMILES: C=CF.O.

Here are the Mulliken charges for atoms 1 to 2, given in e: C -0.675; C 0.136

***

Formula: C4H16N2O2S2
Source: the Open Molecules 2025 dataset
Level of theory: ωB97M-V with the def2-TZVPD basis set

```
! wB97M-V def2-TZVPD RIJCOSX def2/J DEFGRID3
* xyz 0 1
N -1.32 -0.84 3.24
C -0.83 -1.87 2.47
C -1.87 -2.26 1.24
S -1.44 -1.88 -0.47
S -1.53 0.03 -1.03
C -0.11 0.99 -0.52
C 0.23 2.02 -1.59
N 1.65 2.46 -1.51
H -2.27 -0.91 3.41
H -1.28 0.11 2.75
H 0.20 -1.68 2.01
H -0.70 -2.86 3.03
H -1.71 -3.44 1.27
H -2.85 -1.98 1.58
H 0.72 0.31 -0.32
H -0.41 1.39 0.54
H -0.44 2.96 -1.45
H 0.14 1.59 -2.44
H 2.30 1.80 -1.72
H 1.91 3.29 -1.73
O 3.00 0.68 0.72
H 2.88 1.25 0.02
H 2.25 0.84 1.36
O 0.30 -0.46 -3.91
H 0.03 -1.28 -3.51
H 1.13 -0.26 -3.45
*
```

For the energy relative to the best compared isomer or geometry (same formula, charge and spin), the calculation gives 2.887 eV. For the strongest force on any atom, the calculation gives 7.6 eV/Å. The HOMO energy is -8.8 eV. As for the SMILES: NCCSSCCN.O.O.

Here are the Mulliken charges for atoms 1 to 2, given in e: N -0.590; C -0.353

***

Formula: CH2O2S3
Source: the Open Molecules 2025 dataset
Level of theory: ωB97M-V with the def2-TZVPD basis set

```
! wB97M-V def2-TZVPD RIJCOSX def2/J DEFGRID3
* xyz 0 1
O -0.68 0.23 1.23
C -0.24 0.17 0.14
O -0.13 1.06 -0.80
S -0.41 2.71 -0.40
S 0.30 -1.34 -0.56
S -0.28 -2.61 0.92
H 0.58 3.28 -1.22
H 0.86 -3.49 0.69
*
```

For the energy relative to the best compared isomer or geometry (same formula, charge and spin), the calculation gives 0.301 eV. For the strongest force on any atom, the calculation gives 2.6 eV/Å. The HOMO energy is -8.9 eV. As for the SMILES: O=C(OS)SS.

Here are the Mulliken charges for atoms 1 to 2, given in e: O -0.468; C 0.737